The following is a DFT calculation (the ωB97M-V functional and the def2-TZVPD basis) of C6H10O in the gas phase.

XYZ file:
```
17
Properties=species:S:1:pos:R:3
O -0.9197 -2.0044 1.6060
C -0.3836 0.3247 -0.0651
C 0.3578 -1.6547 1.2276
C 0.4585 -0.2372 0.7959
C 1.3641 -2.5106 1.1704
C -0.3146 1.7846 -0.4002
C -0.6563 2.0388 -1.8797
H 1.3132 0.2970 1.1912
H -1.0261 2.3206 0.2321
H 1.4003 -3.5696 1.4157
H -0.7361 3.0925 -2.1567
H 2.3813 -2.1849 0.9557
H -1.1967 -0.2738 -0.4542
H -1.6112 1.5953 -2.1494
H 0.6573 2.2115 -0.2051
H 0.1363 1.5964 -2.4840
H -1.2244 -2.8260 1.1999
```

Results
spin multiplicity	1
HOMO energy	-8.6385	eV
Kohn-Sham gap	9.518	eV
SMILES	C=C(O)/C=C/CC
calculated total energy	-309.80342	Ha
relative energy (zero: lowest compared OMol25 entry of this formula, charge and spin)	24.44	kcal per mole
E_LUMO	0.88	eV

***

The following is a DFT calculation (the ωB97M-V functional and the def2-TZVPD basis) of a molecular structure, C2CuO3.

XYZ file:
```
6
Properties=species:S:1:pos:R:3
Cu 0.1014 -0.9300 0.0529
O -1.8308 -0.7117 -0.3405
O 1.3454 0.2323 0.6513
O 1.4558 1.2465 -1.3236
C 1.7870 1.0900 -0.1667
C -2.9280 -0.6137 -0.6159
```

Results
spin multiplicity	3
HOMO energy (alpha / beta)	-14.4836 / -17.0841	eV
Kohn-Sham gap (alpha / beta)	8.673 / 7.379	eV
calculated total energy	-1941.96538	Ha
relative energy (zero: lowest compared OMol25 entry of this formula, charge and spin)	9.23	kcal per mole
E_LUMO (alpha / beta)	-5.81 / -9.71	eV
charge	+1

***

The following is a DFT calculation (the ωB97M-V functional and the def2-TZVPD basis) of a molecular structure, C41H28Cl2FeN5O6S3.

XYZ file:
```
86
Properties=species:S:1:pos:R:3
Fe 0.2016 -1.6888 1.7117
Cl 4.7226 3.0774 4.9865
Cl 0.3641 -3.7241 2.8941
S 3.5314 -4.5946 -0.1849
S 0.2799 -1.5519 -2.3318
S 2.7855 0.4222 -1.3650
O -0.1295 -2.7251 0.1454
O 1.6575 -1.1428 0.6880
O -0.5387 -4.6979 2.2802
O 1.5311 -1.4420 3.1281
O 1.7031 -4.2562 2.8697
O -0.0845 -3.4515 4.2412
N -0.9157 0.3718 -0.0405
N -0.4543 0.2015 2.7377
N -1.8872 -1.8143 1.9363
N -1.4700 4.5161 -2.9321
N -3.0684 3.2034 -3.7681
C 2.1758 -0.4312 3.5502
C 0.3491 1.1385 3.1176
C 4.1481 -0.7371 -3.1850
C 3.7262 0.4973 -2.7890
C -2.5034 1.5487 3.1608
C -2.1126 5.1786 -3.9614
C -0.5869 2.5057 -1.0651
C 3.1030 -3.0360 0.4065
C -2.5763 -2.8364 1.4751
C 0.4568 -2.7930 -3.3808
C 1.7155 0.9093 3.4361
C -3.9288 4.7830 -5.5563
C 2.5073 1.9858 3.8863
C -3.9894 -0.6435 2.2856
C -2.4026 1.1219 -1.7573
C 3.7309 1.7533 4.4432
C -1.8359 0.4172 2.7536
C -2.6862 6.8735 -5.5230
C -4.6927 -1.7736 1.8108
C 4.7401 -4.7943 1.0106
C 3.8878 -2.6968 1.4637
C -2.5865 -0.7098 2.3337
C 4.1828 0.4344 4.6255
C -3.9826 -2.8615 1.4021
C 3.6927 -1.7645 -2.3187
C -1.6922 2.3116 -1.8880
C -2.0604 3.3566 -2.8495
C -0.2437 1.5123 -0.1656
C 0.7733 -4.0729 -2.8255
C 3.4264 -0.6249 4.2099
C -3.1206 4.3688 -4.5028
C 4.8163 -3.7074 1.8200
C 2.1556 -2.0392 -0.2392
C -1.8892 6.4546 -4.4782
C -3.6909 6.0485 -6.0542
C 2.9157 -1.2883 -1.3041
C -4.6430 0.5417 2.6956
C 0.8880 -4.0341 -1.4864
C 0.7893 -2.7169 -0.7928
C -1.9739 0.1921 -0.8239
C -3.9091 1.6095 3.1251
H 0.3551 -2.6432 -4.4485
H 4.7802 -0.9041 -4.0447
H -2.5385 7.8579 -5.9464
H -2.0084 -3.6940 1.1528
H -4.7059 4.1529 -5.9681
H -1.1143 7.0850 -4.0643
H 3.9451 -2.8091 -2.4360
H -1.9596 2.4087 3.5246
H -0.0116 3.4173 -1.1384
H -3.2836 0.9032 -2.3465
H 5.1354 0.2668 5.1107
H -4.4035 2.5152 3.4500
H -5.7244 0.5787 2.6642
H 5.5011 -3.6337 2.6519
H 0.8638 -4.9564 -3.4383
H 3.9535 1.4467 -3.2460
H -5.7748 -1.7511 1.7707
H 0.6230 1.6242 0.4765
H 3.7881 -1.7482 1.9621
H 1.0259 -4.8977 -0.8516
H -3.6366 2.3871 -3.9002
H -2.5166 -0.7403 -0.6910
H 5.2999 -5.7130 1.0631
H 3.7536 -1.6437 4.3699
H 2.1271 2.9973 3.8075
H -4.4605 -3.7559 1.0297
H -4.2939 6.4155 -6.8742
H -0.0216 2.1491 3.2989
```

Results
spin multiplicity	2
HOMO energy (alpha / beta)	-7.3552 / -7.3746	eV
Kohn-Sham gap (alpha / beta)	5.311 / 5.340	eV
calculated total energy	-5682.80407	Ha
E_LUMO (alpha / beta)	-2.04 / -2.03	eV

***

The following is a DFT calculation (the ωB97M-V functional and the def2-TZVPD basis) of 2 unconnected molecules or ions with the total composition C7H12N4O.

XYZ file:
```
24
Properties=species:S:1:pos:R:3
O 1.3585 3.1429 3.2978
N 1.9925 -0.3609 -2.5182
N -0.8937 1.0608 1.4971
N 0.1993 2.4311 2.9640
N 1.0297 -0.0484 -3.3674
C 1.9009 -1.4744 -1.8032
C -1.7812 0.6670 2.5496
C 0.2162 1.7720 1.8636
C 0.8213 -2.3549 -1.8703
C -0.1771 -2.0214 -2.7681
C -0.8583 0.1540 0.3755
C -0.0014 -0.8695 -3.5011
H -1.0765 -2.6303 -2.8809
H 0.1780 -0.1928 0.2159
H -2.7563 0.4958 2.0903
H 0.7653 -3.2469 -1.2542
H 1.0852 1.7148 1.1841
H -1.8351 1.4856 3.2774
H -1.2791 0.6047 -0.5410
H -0.7736 -0.5409 -4.1935
H 2.7181 -1.6478 -1.1047
H -1.5073 -0.7000 0.6186
H 2.0944 2.8103 2.7624
H -1.4197 -0.2510 3.1062
```

Results
spin multiplicity	1
HOMO energy	-8.0628	eV
Kohn-Sham gap	8.276	eV
SMILES	CN(C)/C=N/O.c1ccnnc1
calculated total energy	-568.06267	Ha
relative energy (zero: lowest compared OMol25 entry of this formula, charge and spin)	76.99	kcal per mole
E_LUMO	0.21	eV

***

For reference, maximum force by record: 1.60; 1.71; 0.94; 1.03 eV Å⁻¹.